Entry 1:
A single C4H3NO3 molecule in a non-equilibrium geometry. Source: the Open Molecules 2025 dataset; level of theory: wB97M-V/def2-TZVPD.

```
11
Properties=species:S:1:pos:R:3
C 0.581 -0.203 0.497
C 1.076 1.031 1.088
C -0.114 0.212 -0.612
C -1.186 -0.495 -1.347
H -0.257 -1.806 0.590
H 1.677 0.988 2.006
H -1.819 -0.332 -2.268
N 0.266 1.415 -0.910
O 0.441 -1.309 1.281
O 0.900 1.971 0.208
O -1.567 -1.472 -0.533
```

## Properties
Total charge: 0
Energy in a.u.: -434.5497
SMILES: O=Cc1nocc1O
Highest occupied orbital energy in eV: -8.86
Multiplicity: 1
LUMO energy in eV: -0.97
Relative energy (zero: lowest compared OMol25 entry of this formula, charge and spin) in eV: 4.833
Gap between HOMO and LUMO in eV: 7.89

***

Entry 2:
A single C4H3NOS molecule in a non-equilibrium geometry. Source: the Open Molecules 2025 dataset; level of theory: wB97M-V/def2-TZVPD.

```
10
Properties=species:S:1:pos:R:3
C -1.414 -0.189 0.006
C -0.243 -0.897 -0.046
C -1.000 1.107 -0.016
C 0.842 0.034 -0.048
N 2.059 -0.485 0.045
O 0.316 1.242 0.002
S 3.665 -0.260 -0.025
H -2.454 -0.673 0.218
H -0.231 -1.920 0.107
H -1.540 2.040 -0.242
```

## Properties
Total charge: 0
Energy in a.u.: -682.2806
SMILES: S=Nc1ccco1
Highest occupied orbital energy (spin up / spin down) in eV: -8.02 / -7.57
Multiplicity: 1
LUMO energy (spin up / spin down) in eV: -1.35 / -1.38
Relative energy (zero: lowest compared OMol25 entry of this formula, charge and spin) in eV: 2.453
Gap between HOMO and LUMO (spin up / spin down) in eV: 6.67 / 6.19

***

Entry 3:
A single C4H3NOS2 molecule in a non-equilibrium geometry. Source: the Open Molecules 2025 dataset; level of theory: wB97M-V/def2-TZVPD.

```
11
Properties=species:S:1:pos:R:3
C -2.005 0.222 0.194
C 0.431 -0.692 -0.327
C 1.756 -0.924 -0.180
C 0.445 0.797 -0.195
H -1.885 0.344 1.326
H -3.039 0.193 -0.150
H 2.430 -1.735 0.114
N 1.667 1.298 -0.077
O 2.499 0.128 -0.102
S -1.274 -1.323 -0.275
S -1.025 1.691 -0.327
```

## Properties
Total charge: 0
Energy in a.u.: -1080.5024
SMILES: c1onc2c1SCS2
Highest occupied orbital energy in eV: -8.62
Multiplicity: 1
LUMO energy in eV: 0.46
Relative energy (zero: lowest compared OMol25 entry of this formula, charge and spin) in eV: 2.362
Gap between HOMO and LUMO in eV: 9.08

***

Entry 4:
A molecular structure, C4H3NOS2 in a non-equilibrium geometry. Source: the Open Molecules 2025 dataset; level of theory: wB97M-V/def2-TZVPD.

```
11
Properties=species:S:1:pos:R:3
C 1.110 0.094 -1.506
C 0.577 0.032 -0.273
C -0.660 -0.040 1.711
C -0.697 -0.373 0.175
H -0.497 -0.498 -1.911
H 2.047 0.671 -1.779
H -1.467 -0.355 2.324
N 0.462 0.495 2.180
O 0.484 -0.555 -2.460
S 1.575 0.714 1.128
S -2.149 -0.534 -0.807
```

## Properties
Total charge: 0
Energy in a.u.: -1080.5030
Highest occupied orbital energy in eV: -8.54
Multiplicity: 1
LUMO energy in eV: -1.60
Relative energy (zero: lowest compared OMol25 entry of this formula, charge and spin) in eV: 2.347
Gap between HOMO and LUMO in eV: 6.93

***

Entry 5:
A single C4H3NS molecule in a non-equilibrium geometry. Source: the Open Molecules 2025 dataset; level of theory: wB97M-V/def2-TZVPD.

```
9
Properties=species:S:1:pos:R:3
C 1.142 -0.313 -0.017
C 0.382 0.928 0.015
C -0.901 0.567 -0.047
C -0.879 -0.939 0.004
H 0.773 1.943 0.122
H -1.828 1.116 -0.074
H -1.738 -1.602 0.011
N 0.287 -1.463 0.003
S 2.762 -0.237 -0.017
```

## Properties
Total charge: 0
Energy in a.u.: -607.1022
SMILES: S=C1C=CC=N1
Highest occupied orbital energy in eV: -9.17
Multiplicity: 1
LUMO energy in eV: -1.74
Relative energy (zero: lowest compared OMol25 entry of this formula, charge and spin) in eV: 0.157
Gap between HOMO and LUMO in eV: 7.44

***

Entry 6:
A molecular structure, C4H3NS2 in a non-equilibrium geometry. Source: the Open Molecules 2025 dataset; level of theory: wB97M-V/def2-TZVPD.

```
10
Properties=species:S:1:pos:R:3
C -1.124 -0.756 -0.129
C -0.042 1.246 0.023
C 0.220 -0.205 0.368
C 1.420 -0.814 -0.293
H 0.611 1.646 -0.716
H -0.147 1.955 0.853
H 0.278 -0.424 1.416
N 2.382 -1.274 -0.728
S -1.820 -2.192 -0.207
S -1.778 0.819 -0.587
```

## Properties
Total charge: 0
Energy in a.u.: -1005.3058
Highest occupied orbital energy in eV: -9.26
Multiplicity: 1
LUMO energy in eV: -0.59
Relative energy (zero: lowest compared OMol25 entry of this formula, charge and spin) in eV: 0.000
Gap between HOMO and LUMO in eV: 8.67